Density functional theory data (ωB97M-V/def2-TZVPD) for a single C4H12N2S molecule.

Last column: natural (NBO) charge in e.
CARTESIAN COORDINATES (ANGSTROEM)
S 3.597256 -1.175387 1.071373  -0.032
N 0.041600 0.634856 0.105118  -0.643
N -2.386579 0.533497 -1.609191  -0.819
C -2.333982 0.105347 -0.174617  -0.221
C 2.062101 -0.842658 0.193928  -0.542
C 1.312073 0.418304 0.711734  -0.209
C -0.967112 -0.384482 0.213699  -0.229
H -0.024030 1.103166 -0.783181  0.361
H 2.221947 -0.785511 -0.883833  0.212
H 1.153853 0.300612 1.778489  0.190
H -1.688540 1.262932 -1.718306  0.330
H -0.972523 -0.800847 1.222096  0.195
H 1.398496 -1.671653 0.414072  0.216
H 1.983898 1.262833 0.574815  0.196
H -3.243441 1.068203 -1.708487  0.352
H -0.746858 -1.265697 -0.398064  0.165
H 4.270856 -0.114052 0.606489  0.113
H -2.576055 0.995186 0.426026  0.170
H -3.102963 -0.644650 -0.042160  0.197

Cartesian forces, eV/Å:
0.1 0.0 0.0
-1.0 0.8 -0.1
0.2 0.0 0.6
-0.2 1.4 -0.5
-0.7 0.6 0.3
0.8 -0.7 -0.5
0.2 -1.1 -0.1
0.7 -0.1 0.0
0.0 -0.1 0.1
0.1 0.0 0.3
0.1 0.0 -0.2
-0.1 0.3 0.3
0.2 -0.4 -0.2
-0.2 0.3 0.0
-0.2 -0.2 -0.2
0.1 -0.1 -0.4
0.0 0.0 0.0
0.0 -0.4 0.4
0.0 -0.3 0.2

Properties
Molar mass = 120.22 g/mol
Gap between HOMO and LUMO = 9.477 eV
Energy above the lowest of the compared OMol25 structures with the same formula, charge and spin = 0.5202 eV
E_HOMO = -8.5053 eV

Density functional theory data (ωB97M-V/def2-TZVPD) for 2 unconnected molecules or ions with the total composition C4H12N2S.

Last column: natural (NBO) charge in e.
CARTESIAN COORDINATES (ANGSTROEM)
S -1.691250 0.475850 1.245680  0.176
N 2.065774 -0.939191 1.116749  -0.840
N 2.168109 -0.483857 -2.577884  -0.811
C 2.382929 -0.393459 -1.194976  -0.020
C -0.876767 1.070576 -0.252448  -0.746
C -3.414676 0.664873 0.740889  -0.741
C 1.807187 -1.160269 -0.272889  -0.133
H -0.953945 0.360002 -1.073957  0.208
H 3.110896 0.349103 -0.897418  0.196
H 1.281290 -0.887106 -2.826481  0.364
H 0.176242 1.215146 -0.023871  0.235
H -3.657033 1.710964 0.570262  0.212
H -1.304745 2.022129 -0.561819  0.212
H -4.042373 0.290501 1.544899  0.231
H 1.317223 -0.405368 1.536137  0.358
H 1.109373 -1.941839 -0.565759  0.162
H 2.104019 -1.813508 1.610481  0.358
H 2.235741 0.406088 -3.038153  0.368
H -3.621310 0.071362 -0.147730  0.212

Cartesian forces, eV/Å:
0.0 0.0 -0.1
0.1 0.1 -0.2
0.0 0.1 0.0
-0.2 -0.2 0.0
-0.1 0.1 0.0
0.1 -0.1 0.0
0.1 0.2 -0.1
0.0 -0.1 0.0
0.0 0.0 0.1
-0.2 -0.3 0.0
0.0 0.0 0.0
0.0 0.0 -0.1
0.0 0.1 0.0
0.0 0.0 0.1
-0.1 0.1 0.1
-0.1 0.0 0.0
0.1 -0.2 0.2
0.2 0.2 -0.1
0.0 0.1 -0.1

Properties
Molar mass = 120.22 g/mol
Gap between HOMO and LUMO = 8.990 eV
Energy above the lowest of the compared OMol25 structures with the same formula, charge and spin = 0.7938 eV
E_HOMO = -8.0349 eV

Density functional theory data (ωB97M-V/def2-TZVPD) for 2 unconnected molecules or ions with the total composition C4H12N2S.

Last column: natural (NBO) charge in e.
CARTESIAN COORDINATES (ANGSTROEM)
S 2.353448 -0.386473 1.004848  -0.009
N -1.181125 0.840544 -0.126189  -0.263
N -1.218466 -0.493261 -2.066190  -0.838
C 0.180742 1.950259 1.459346  -0.620
C 1.134653 0.018597 -0.113280  -0.554
C -1.744666 -0.342358 -0.698241  -0.104
C -0.203045 0.668356 0.742243  -0.040
H 0.771604 -0.836185 -0.662008  0.241
H -1.529705 -1.257341 -0.139601  0.159
H 2.554642 -3.114582 0.473201  0.005
H 0.476103 2.703866 0.737675  0.220
H -1.939391 -0.839536 -2.686313  0.368
H -0.669714 2.308594 2.029863  0.224
H 1.023429 1.746950 2.124301  0.228
H -0.910793 0.418585 -2.390862  0.371
H 1.480629 0.795602 -0.791105  0.222
H -2.844664 -0.242056 -0.729968  0.196
H -0.441213 -0.111466 1.479472  0.209
H 2.707534 -3.828095 0.352809  -0.016

Cartesian forces, eV/Å:
-0.3 0.3 0.1
0.6 0.0 -1.5
0.1 0.1 0.1
0.6 -0.4 -0.1
2.8 -1.0 -1.0
-0.8 -0.3 -0.2
-2.6 1.1 2.6
-0.6 0.0 0.1
0.2 0.0 0.2
0.0 0.1 0.0
0.0 0.2 -0.1
0.0 0.1 0.0
-0.1 0.0 0.0
0.0 0.1 0.0
-0.2 -0.1 -0.1
-0.6 0.3 0.0
0.3 0.2 0.2
0.6 -0.5 -0.3
0.0 -0.2 -0.1

Properties
Molar mass = 120.22 g/mol
Gap between HOMO and LUMO = 5.919 eV
Energy above the lowest of the compared OMol25 structures with the same formula, charge and spin = 4.8374 eV
E_HOMO = -8.4059 eV

Density functional theory data (ωB97M-V/def2-TZVPD) for a single C4H12N2S molecule.

Last column: natural (NBO) charge in e.
CARTESIAN COORDINATES (ANGSTROEM)
S -1.664061 2.652431 0.405987  -0.101
N 0.430573 -1.284004 -0.947736  -0.634
N 1.533576 0.184679 1.045128  -0.851
C -0.278731 -0.062738 -0.561320  -0.229
C -0.392316 -2.510744 -0.799907  -0.418
C 0.131396 0.538346 0.831062  -0.083
C 0.088785 2.053459 0.773616  -0.471
H -0.488272 -2.858748 0.222616  0.196
H -0.607795 0.188484 1.552452  0.169
H 0.618091 -1.240983 -1.939746  0.358
H -1.344376 -2.395012 -1.320487  0.172
H 1.764384 -0.745236 0.708627  0.388
H 0.149289 -3.264496 -1.377629  0.198
H -1.342822 -0.294331 -0.451063  0.186
H 0.239523 2.448160 1.783396  0.212
H 0.846462 2.542947 0.172648  0.233
H 1.766213 0.209166 2.035041  0.354
H -1.363101 3.129248 -0.827042  0.129
H -0.086818 0.709371 -1.305644  0.193

Cartesian forces, eV/Å:
1.1 0.1 -0.6
-0.6 -0.5 0.2
0.0 -0.1 1.0
0.0 -0.1 0.8
1.0 0.3 -1.1
1.1 -0.4 -1.9
-1.6 0.6 1.3
-0.1 0.2 0.1
0.2 -0.1 0.4
0.3 0.2 0.1
-0.4 0.0 0.4
-0.3 0.1 -0.2
-0.1 -0.3 0.3
-0.1 0.4 -0.6
0.2 -0.1 0.0
-0.1 -0.3 -0.5
0.0 0.1 -0.2
-0.3 -0.2 0.4
-0.2 -0.1 -0.1

Properties
Molar mass = 120.22 g/mol
Gap between HOMO and LUMO = 9.775 eV
Energy above the lowest of the compared OMol25 structures with the same formula, charge and spin = 0.6828 eV
E_HOMO = -8.8346 eV

Density functional theory data (ωB97M-V/def2-TZVPD) for a single C4H12N2S molecule.

Last column: natural (NBO) charge in e.
CARTESIAN COORDINATES (ANGSTROEM)
S 1.537247 -2.854255 -2.490592  -0.043
N 0.702163 0.044591 0.217679  -0.627
N -1.034878 3.045875 1.159458  -0.851
C -0.541812 0.493887 0.712365  -0.200
C -0.359317 1.842039 1.681682  -0.221
C 0.780758 -1.368383 -0.118335  -0.265
C 0.256437 -2.087397 -1.371647  -0.551
H -1.698348 2.808359 0.316897  0.356
H -1.178355 0.822432 -0.315668  0.127
H -0.441798 -2.847928 -0.865310  0.216
H 0.597411 -2.839442 -3.496403  0.136
H -0.908585 1.481220 2.594703  0.173
H -1.129749 -0.287708 1.228552  0.200
H 1.793233 -1.291872 -0.221961  0.209
H 1.111015 0.604851 -0.628478  0.364
H -0.403603 3.751422 0.852499  0.357
H 0.654291 2.123415 1.904211  0.200
H -0.498493 -1.454429 -1.985487  0.224
H 0.762383 -1.986676 0.825833  0.195

Cartesian forces, eV/Å:
-1.8 0.7 0.1
0.6 0.2 -1.7
-2.2 -1.4 -1.7
-1.4 3.7 -2.1
-2.7 -1.7 -1.0
1.2 -0.1 1.0
-3.3 0.0 0.8
1.8 0.6 2.3
0.7 -0.5 2.9
1.1 0.4 -1.4
1.0 -0.2 0.4
0.8 0.8 -0.4
0.6 0.3 -0.2
3.3 -1.1 -0.8
-1.4 -1.1 2.3
0.5 0.3 -0.3
0.5 -0.6 0.0
1.6 -0.8 0.9
-0.9 0.6 -0.9

Properties
Molar mass = 120.22 g/mol
Gap between HOMO and LUMO = 9.280 eV
Energy above the lowest of the compared OMol25 structures with the same formula, charge and spin = 2.8273 eV
E_HOMO = -8.4653 eV

Density functional theory data (ωB97M-V/def2-TZVPD) for 2 unconnected molecules or ions with the total composition C4H12N3.

Last column: natural (NBO) charge in e.
CARTESIAN COORDINATES (ANGSTROEM)
N -2.023511 -1.271453 -1.273800  -0.691
N -0.338921 1.002054 -1.113746  -0.619
N -1.052771 -2.251876 -0.873889  -0.675
C 1.743879 1.856759 0.255858  -0.460
C 0.646612 1.118140 -0.322330  0.460
C 1.385111 0.447396 0.732030  -0.259
C 0.734956 0.185625 2.070472  -0.606
H 2.644849 2.014170 -0.321157  0.276
H 1.494272 -0.033896 2.814553  0.244
H 1.506896 2.702967 0.890649  0.270
H 0.068144 -0.668938 2.000465  0.237
H -0.969787 0.129734 -1.156517  0.455
H -0.346348 -2.316984 -1.602973  0.356
H -0.569634 1.758579 -1.756234  0.422
H -2.695803 -1.186181 -0.516838  0.377
H 0.166735 1.050855 2.400049  0.220
H -2.540881 -1.524210 -2.116920  0.366
H 2.038610 -0.352942 0.403150  0.265
H -1.458316 -3.181885 -0.764359  0.361

Cartesian forces, eV/Å:
0.1 0.1 0.0
-0.2 0.0 -0.2
0.1 -0.2 -0.1
0.2 0.5 0.0
-0.1 -0.7 0.1
-0.2 -0.3 0.0
0.0 0.1 0.0
0.0 -0.1 -0.2
0.1 0.0 0.1
-0.2 0.0 0.1
-0.1 -0.1 0.0
0.1 0.3 0.0
-0.2 0.0 0.1
0.1 -0.1 0.2
0.1 0.0 -0.1
-0.1 0.1 0.1
0.1 -0.1 0.2
0.1 0.1 -0.2
0.0 0.2 -0.1

Properties
Net charge = +1
Molar mass = 102.16 g/mol
Gap between HOMO and LUMO = 9.750 eV
Energy above the lowest of the compared OMol25 structures with the same formula, charge and spin = 3.2013 eV
E_HOMO = -13.6177 eV

Density functional theory data (ωB97M-V/def2-TZVPD) for a gas-phase ion, C4H12N3 (charge +1).

Last column: natural (NBO) charge in e.
CARTESIAN COORDINATES (ANGSTROEM)
N 2.928646 0.161887 -0.028647  -0.870
N 0.470284 -1.194858 -0.696261  -0.896
N -2.056651 -0.996647 0.473111  -0.706
C 1.704945 0.851459 -0.155363  -0.021
C -1.589376 0.404969 0.810541  -0.201
C -0.764212 0.936075 -0.374697  -0.451
C 0.561465 0.225396 -0.398746  0.113
H 0.515822 -1.323234 -1.703663  0.394
H 3.582364 0.289493 -0.791911  0.390
H -0.943604 0.254389 1.657343  0.226
H -1.298579 0.723769 -1.303632  0.217
H 1.275579 -1.677491 -0.312263  0.413
H -2.454825 -1.472756 1.275766  0.434
H -2.474737 0.979408 1.039302  0.231
H -0.564288 1.975254 -0.147964  0.256
H -2.760818 -1.020048 -0.261249  0.428
H 3.399348 0.458895 0.820765  0.384
H 1.678819 1.933263 -0.019782  0.187
H -1.210182 -1.509219 0.117352  0.474

Cartesian forces, eV/Å:
0.3 -0.3 0.3
-0.3 0.3 0.4
0.0 -0.2 0.0
-0.1 0.3 0.0
0.0 -0.7 -0.9
0.3 -0.8 0.8
0.0 -0.4 -0.6
-0.1 -0.1 0.0
-0.2 0.1 -0.1
0.1 0.3 0.5
-0.1 0.7 -0.1
0.2 0.1 0.0
0.0 -0.1 0.2
0.0 0.3 0.1
-0.3 0.4 -0.6
0.0 0.2 -0.1
0.1 -0.1 -0.2
0.0 -0.1 0.2
0.2 0.1 -0.1

Properties
Net charge = +1
Molar mass = 102.16 g/mol
Gap between HOMO and LUMO = 9.622 eV
Energy above the lowest of the compared OMol25 structures with the same formula, charge and spin = 1.3063 eV
E_HOMO = -12.7479 eV

Density functional theory data (ωB97M-V/def2-TZVPD) for 2 unconnected molecules or ions with the total composition C4H12N3.

Last column: natural (NBO) charge in e.
CARTESIAN COORDINATES (ANGSTROEM)
N 0.787732 -0.846693 -0.873221  -0.309
N 2.540224 -0.491113 0.643405  -0.720
N 1.542454 1.236242 -0.586263  -0.661
C 1.610942 -0.089306 -0.271497  0.553
C -1.881170 -1.283727 -0.030842  -0.720
C -1.294204 1.191169 0.418486  -0.675
C -1.637513 0.048851 -0.345457  -0.138
H 3.164839 0.200447 1.060186  0.427
H -1.125009 0.904747 1.484704  0.206
H 2.369236 -1.362920 1.135916  0.432
H -1.911122 2.002832 0.154355  0.247
H -1.656020 0.288331 -1.453700  0.173
H -1.415240 -1.541560 1.017073  0.202
H 0.654100 -1.783684 -0.570370  0.383
H 2.057684 1.869690 0.182426  0.435
H -2.998351 -1.300548 0.021197  0.280
H -0.254486 1.471513 0.268795  0.193
H -1.899256 -2.041878 -0.775278  0.251
H 1.345156 1.527599 -1.479914  0.441

Cartesian forces, eV/Å:
-1.1 -1.4 -2.7
-1.2 0.4 -0.4
3.5 -0.6 5.5
2.9 2.8 2.0
-1.4 -1.6 3.7
2.1 -0.7 2.8
0.3 1.8 -5.3
-0.1 -0.6 -0.2
-1.3 0.6 -0.1
0.3 0.3 0.0
-0.8 1.3 0.5
-0.2 -0.4 1.2
-1.1 -0.2 -1.9
-0.2 -1.0 0.6
-1.7 -1.4 -3.0
0.0 -0.3 1.2
-0.3 0.6 -0.6
1.4 -0.7 -0.9
-0.8 1.0 -2.3

Properties
Net charge = +1
Spin multiplicity = 3
Molar mass = 102.16 g/mol
Gap between HOMO and LUMO (spin up / spin down) = 6.486 / 6.327 eV
Energy above the lowest of the compared OMol25 structures with the same formula, charge and spin = 1.7215 eV
E_HOMO (spin up / spin down) = -10.0168 / -14.4838 eV

no.,strongest force on any atom (eV Å⁻¹)
1,1.52
2,0.34
3,3.86
4,2.21
5,4.46
6,0.70
7,1.16
8,6.58